43
Properties=species:S:1:pos:R:3:forces:R:3 method="wB97M-V/def2-TZVPD" molar_mass_g_mol=345.3 homo_lumo_gap_ev="7.754 / 5.927" e_homo_ev="-7.4 / -7.4" s2=6.10 multiplicity=5 e_tot_ha=-2287.193922 charge=0 e_above_lowest_kj_mol=295.64
C 0.42817 -2.49132 -2.95849 0.384 -0.301 -0.034
C 0.67109 -1.14142 -3.16690 -0.220 0.488 -0.048
C 0.63041 -0.20777 -2.10473 0.055 -0.989 -0.452
C 0.43032 -0.62793 -0.78483 -0.498 0.173 0.553
C 0.20121 -1.99715 -0.59313 0.104 -0.315 -0.393
C 0.22956 -2.91881 -1.64894 -0.380 -0.468 0.150
C 0.79743 1.22473 -2.49175 0.236 0.993 -0.320
C 0.38725 2.32100 -1.51492 -0.462 0.392 1.157
N -0.57643 1.90160 -0.41990 -1.106 2.345 -1.748
Cr 0.38826 0.88192 0.89379 3.564 -1.766 0.274
C -0.10966 -2.48976 0.79240 0.341 -0.390 -0.341
P -0.36950 -1.02446 1.90716 -1.320 -1.906 0.040
H 0.85891 -0.78197 -4.18986 -0.138 -0.104 0.468
H 0.04941 -3.99063 -1.44304 0.077 0.661 -0.140
H 0.42630 -3.21164 -3.80211 0.032 0.587 0.687
H 0.69609 -3.13225 1.18768 -0.087 0.406 0.035
H -1.01754 -3.11481 0.81074 0.151 0.277 0.076
H 1.85238 1.42541 -2.70329 0.021 -0.133 -0.085
H 0.27118 1.44775 -3.42808 0.081 -0.396 0.020
H 1.25623 2.75793 -0.98638 -0.391 -0.318 -0.222
C 0.47429 -1.56975 3.39799 0.156 0.240 0.810
C -2.19883 -1.22302 2.15943 -0.062 0.217 0.556
H -0.12091 3.13874 -2.04172 0.200 0.004 -0.173
C -1.84192 1.34133 -1.01118 0.282 0.187 0.423
C -0.90411 3.11157 0.39589 -0.203 0.737 -0.533
H 1.39399 2.02790 1.53797 -1.555 0.485 0.454
H -2.55017 2.17566 -1.17390 0.194 -0.449 -0.007
H -1.61574 0.85415 -1.97074 -0.185 0.033 0.553
H -2.26642 0.60829 -0.29200 0.116 0.453 -0.622
H -1.68143 3.69981 -0.12179 0.064 -0.095 0.154
H -1.27153 2.83021 1.39432 0.125 0.089 -0.340
H -0.02191 3.76675 0.49632 -0.364 -0.574 0.127
H -2.41426 -1.98230 2.90839 -0.241 -0.421 -0.368
H -2.62114 -0.28335 2.53795 0.109 -0.252 0.046
H -2.66236 -1.37662 1.17873 0.074 -0.389 0.232
H 0.08474 -2.54339 3.72283 -0.052 0.244 -0.054
H 1.55204 -1.67401 3.20555 -0.378 0.185 -0.121
H 0.34283 -0.81852 4.18447 0.061 -0.247 -0.001
H -0.96718 0.42511 2.00502 0.993 0.976 -0.117
F 3.02550 -0.18297 0.10224 0.802 0.155 0.222
C 2.54308 0.71349 1.01193 -0.996 0.156 -0.301
F 2.96311 0.22543 2.25360 0.184 0.507 -0.783
F 3.25724 1.90506 0.76326 0.230 -1.479 0.167